This record from the OMol25 dataset describes a molecular structure, C10H19NO14Sr. The level of theory is ωB97M-V/def2-TZVPD.

Last column: Mulliken charge in e.
Positions of all 45 atoms, in Å:
1 Sr -0.3428 -0.9071 0.9324  1.420
2 O 3.5197 -2.4518 1.0858  -0.496
3 O 1.6263 -1.9545 -0.2574  -0.772
4 O -0.5816 -5.3738 2.5812  -0.447
5 O -0.6034 1.9239 1.4599  -0.030
6 O 1.8068 -3.8310 0.7439  -0.675
7 O 0.1389 -0.6770 3.9105  -0.651
8 O -1.8354 -4.3277 4.0866  -0.838
9 O 1.7370 0.7098 4.6542  -0.551
10 O -3.1858 -2.6245 -2.0063  -0.550
11 O -1.4401 -2.9636 -0.5964  -0.591
12 O -0.4457 1.6329 -3.6815  -0.214
13 O 1.6329 -0.0224 2.4798  -0.617
14 O -0.7935 -3.0856 2.5443  -0.462
15 O -2.2064 -0.9437 -0.8742  -0.827
16 N 0.1929 0.9871 -0.8957  0.503
17 C -1.0694 -4.1706 3.0802  0.485
18 C 0.7729 2.2310 -0.3511  -0.600
19 C -2.2786 -2.2123 -1.0975  0.819
20 C 1.1328 -0.0041 3.6274  0.674
21 C 0.8849 1.3795 -3.2899  -0.681
22 C 2.2931 -2.6819 0.5294  0.703
23 C -0.1646 2.9646 0.6082  -0.765
24 C -0.5675 2.3175 -4.8891  -0.837
25 C -1.7207 2.3644 2.2635  -0.885
26 C 0.9608 0.4846 -2.0623  -1.073
27 H -2.4161 3.0036 1.7097  0.380
28 H 2.5661 1.0551 4.3040  0.293
29 H 0.4904 3.6847 1.1060  0.256
30 H -1.5562 2.7427 -5.0503  0.245
31 H 1.9501 0.1009 -1.8088  0.453
32 H -2.3106 1.4530 2.3701  0.216
33 H 1.7175 2.0004 0.1467  0.355
34 H -0.2723 1.7091 -5.7507  0.304
35 H 3.4330 -3.2573 1.6461  0.319
36 H 0.4393 -0.4496 -2.2985  0.283
37 H 1.0364 2.9063 -1.1753  0.254
38 H 1.4784 0.9396 -4.1025  0.472
39 H -3.4420 -1.7993 -2.4398  0.296
40 H -0.5860 1.3321 -1.4626  0.148
41 H -1.2425 2.8358 3.1210  0.278
42 H 0.1091 3.1844 -4.9256  0.322
43 H -1.2178 -5.8561 3.1577  0.274
44 H -1.0199 3.3002 0.0151  0.436
45 H 1.3796 2.3507 -3.1483  0.377

Output
M	464.875	g/mol
net charge	-2
orbital gap	5.388	eV
energy relative to the best compared isomer or geometry (same formula, charge and spin)	172.6	kJ/mol